Record 1
Below is C29H33MnN5O5S2 as an isolated structure, with properties calculated with the ωB97M-V functional and the def2-TZVPD basis.

XYZ file:
```
75
Properties=species:S:1:pos:R:3:forces:R:3
Mn -0.37086 -0.52603 -0.01430 0.25 0.25 -0.26
O -2.65234 -2.47655 4.49040 0.01 -0.15 0.00
C -2.33585 -3.53474 3.72335 -0.03 0.03 0.11
C -2.60313 -4.80121 4.24657 0.01 0.05 -0.03
C -2.30794 -5.93161 3.51797 -0.01 -0.01 0.01
C -1.73683 -5.83729 2.24778 0.00 0.05 0.00
C -1.46599 -4.59376 1.72629 0.00 0.00 0.01
C -1.75448 -3.42639 2.44805 -0.01 0.06 0.04
C -1.44673 -2.12492 1.85987 0.06 -0.06 -0.16
O -0.84638 -2.12929 0.68049 -0.10 -0.17 0.04
N -1.75153 -1.02059 2.47089 0.00 0.03 -0.07
N -1.37094 0.10785 1.73204 -0.04 0.06 0.07
C -1.81500 1.21721 2.22478 0.09 -0.12 0.11
S -2.86521 1.24521 3.61064 0.01 -0.01 0.00
C -2.77381 3.04270 3.83915 0.03 0.01 -0.01
C -2.63276 3.68518 2.47508 -0.07 0.00 -0.05
S -1.35501 2.76725 1.57797 -0.01 0.00 -0.05
H -2.41939 -1.65958 4.01027 0.00 0.05 -0.04
H -3.04858 -4.86121 5.22917 -0.01 0.00 0.03
H -2.52710 -6.90404 3.93867 0.00 -0.01 0.00
H -1.51606 -6.72859 1.67906 0.00 -0.02 -0.02
H -1.03346 -4.49551 0.74134 0.01 0.00 -0.03
H -1.92353 3.27674 4.47938 -0.02 -0.01 -0.01
H -3.69150 3.35535 4.33491 -0.01 0.00 -0.01
H -2.30775 4.72220 2.53919 0.01 0.00 0.01
H -3.55852 3.63056 1.90210 0.02 0.01 0.02
O -0.05807 1.23710 -0.86671 0.09 -0.06 -0.03
C -0.59164 1.48689 -2.21844 0.06 0.08 0.05
C -1.22384 0.13688 -2.62697 -0.19 -0.11 0.05
O -1.71266 0.01037 -3.71504 0.08 0.05 -0.04
O -1.20454 -0.78773 -1.69590 0.00 -0.06 0.09
C 0.55406 1.83935 -3.14443 -0.06 0.00 -0.05
C 0.24878 2.24849 -4.44089 -0.01 0.01 0.02
C 1.26345 2.56390 -5.32595 0.02 0.00 0.01
C 2.59297 2.48014 -4.92951 -0.03 -0.01 0.01
C 2.90008 2.06892 -3.64455 0.01 0.00 -0.01
C 1.88376 1.74305 -2.75359 0.01 -0.04 0.04
C -1.64023 2.57085 -2.06579 -0.07 -0.08 0.01
C -2.96399 2.22830 -1.80539 0.03 -0.01 0.00
C -3.89338 3.21296 -1.51302 -0.01 0.04 0.01
C -3.50481 4.54574 -1.46835 -0.01 -0.02 -0.01
C -2.18775 4.89220 -1.73250 0.01 -0.02 -0.01
C -1.25891 3.90737 -2.03863 0.01 0.00 0.03
H 0.36078 2.03123 -0.51026 -0.04 -0.01 0.02
H -0.78464 2.30504 -4.75326 -0.02 0.01 0.00
H 1.01583 2.87752 -6.33026 0.00 0.01 -0.03
H 3.38267 2.73166 -5.62311 0.03 0.01 -0.02
H 3.93214 1.99805 -3.32840 0.02 0.00 0.00
H 2.14790 1.40050 -1.75984 -0.01 0.01 0.00
H -3.27922 1.19273 -1.84404 -0.01 0.00 0.00
H -4.92508 2.94084 -1.33327 0.00 0.00 0.01
H -4.23352 5.31505 -1.25082 -0.01 0.02 0.01
H -1.88576 5.93034 -1.72017 0.01 0.03 0.00
H -0.23705 4.18423 -2.26603 0.04 0.01 -0.02
C 3.43268 -3.40483 -0.61447 0.00 -0.08 0.03
N 2.75679 -2.11468 -0.72899 -0.14 -0.02 -0.01
C 1.71369 -2.08659 -1.74020 -0.04 -0.03 -0.04
C 2.68739 -1.28191 0.33471 0.09 -0.07 0.07
N 1.59492 -0.59372 0.60578 -0.05 0.24 0.11
N 3.79926 -1.18113 1.10601 -0.09 -0.03 0.09
C 3.73089 -0.58623 2.42852 -0.01 0.02 0.02
C 5.13619 -1.31023 0.54420 0.09 0.10 -0.05
H 2.68553 -4.20035 -0.55954 0.01 0.00 -0.02
H 4.04134 -3.44710 0.28309 -0.09 -0.06 -0.06
H 4.06492 -3.57661 -1.48516 0.02 -0.01 0.00
H 2.07546 -2.61936 -2.61824 0.01 0.03 0.00
H 1.50377 -1.06255 -2.04453 -0.01 0.01 0.02
H 0.79510 -2.58379 -1.40923 0.02 0.04 0.00
H 1.76713 0.08179 1.34327 0.03 -0.02 -0.08
H 3.79938 0.50716 2.39685 0.00 -0.01 0.00
H 4.56636 -0.95764 3.01906 0.00 0.00 -0.01
H 2.81233 -0.88081 2.93393 -0.01 0.00 0.00
H 5.07710 -1.43312 -0.53409 0.05 0.03 0.05
H 5.67291 -2.15795 0.97235 0.02 0.01 0.01
H 5.70021 -0.40124 0.76069 0.01 0.00 -0.01
```
Positions in Å, forces in eV/Å.

## Properties
largest force on an atom	0.4	eV/Å
gap between HOMO and LUMO (alpha / beta)	6.55 / 7.53	eV
electronic energy	-3722.12556	Eh
energy relative to the best compared isomer or geometry (same formula, charge and spin)	0.000	eV
spin multiplicity	5
charge	+1
HOMO energy (alpha / beta)	-10.56 / -10.55	eV
LUMO (alpha / beta)	-4.008 / -3.019	eV

=====

Record 2
Below is a 2-piece molecular cluster, C3H7N2S overall at a distorted geometry, with properties calculated with the ωB97M-V functional and the def2-TZVPD basis.

XYZ file:
```
13
Properties=species:S:1:pos:R:3:forces:R:3
C 0.60668 -0.13662 0.21763 0.33 -0.97 -2.34
C 1.48055 -0.31534 1.33198 0.54 0.20 2.34
C -0.32362 0.15657 -2.07944 0.53 -1.31 -4.04
N -1.57007 0.15737 1.23988 1.89 0.16 -1.76
N 0.36440 -0.11074 -0.91659 0.50 0.85 2.96
S -2.72561 0.63676 0.37683 -0.87 0.17 0.13
H 0.91152 -0.25970 2.30663 0.72 -0.46 -1.11
H 2.21600 -1.17334 1.28114 -1.33 0.63 -0.21
H 2.10697 0.57772 1.33552 0.11 0.18 0.03
H -1.18760 -0.52591 -2.07645 0.30 0.26 -0.46
H -0.67998 1.17747 -2.19630 0.26 0.07 0.43
H 0.41080 -0.09113 -3.00694 -1.89 0.51 2.11
H -1.61003 -0.09312 2.18611 -1.10 -0.30 1.93
```
Positions in Å, forces in eV/Å.

## Properties
largest force on an atom	4.3	eV/Å
gap between HOMO and LUMO (alpha / beta)	7.33 / 7.32	eV
electronic energy	-625.82775	Eh
energy relative to the best compared isomer or geometry (same formula, charge and spin)	3.930	eV
charge	+1
HOMO energy (alpha / beta)	-12.78 / -12.77	eV
LUMO (alpha / beta)	-5.447 / -5.451	eV

=====

Record 3
Below is C16H20AuBN7S4 as an isolated structure at a distorted geometry, with properties calculated with the ωB97M-V functional and the def2-TZVPD basis.

XYZ file:
```
49
Properties=species:S:1:pos:R:3:forces:R:3
Au 0.31759 -0.18213 1.38670 0.39 -0.81 0.29
C -4.75640 -2.00467 2.73108 0.15 0.12 -0.18
S -4.53359 -1.08408 1.18928 -0.14 -0.07 0.08
C -2.97227 -0.33140 1.43251 0.22 0.37 -0.14
S -1.89952 -0.83381 2.68925 0.95 0.23 -0.27
N -2.72209 0.64425 0.61362 -1.50 0.02 -0.39
N -1.54996 1.21325 0.78382 1.47 -0.04 0.05
C -1.37097 2.46063 0.91065 -0.81 0.03 -0.14
C -0.07184 2.90950 1.39458 0.32 0.12 0.17
C 0.25732 4.26027 1.44212 0.06 -0.12 0.03
C 1.42475 4.64489 2.07858 0.01 0.00 0.02
C 2.23516 3.67556 2.65103 -0.05 0.00 -0.01
C 1.86679 2.34826 2.52876 0.06 0.01 0.04
N 0.74301 1.97501 1.92001 -0.43 -0.31 -0.13
H -5.77187 -2.39110 2.68777 -0.01 -0.02 0.04
H -4.65371 -1.32437 3.57327 -0.07 -0.07 0.06
H -4.04334 -2.81983 2.81299 -0.04 -0.04 0.03
H -2.18878 3.17484 0.82403 0.02 0.02 0.00
H -0.40328 4.98954 0.99382 -0.04 -0.02 0.02
H 1.69238 5.69100 2.14436 0.00 0.00 -0.01
H 3.13268 3.93684 3.19251 0.01 -0.01 -0.02
H 2.47914 1.55621 2.93611 0.01 0.04 0.02
C -2.41615 -3.83769 -0.18170 -0.23 -0.03 0.15
N -1.34243 -3.39034 -1.05208 0.28 0.21 -0.11
C -1.32717 -3.50562 -2.41293 -0.06 -0.04 -0.03
C -0.13545 -3.00957 -2.83756 -0.01 -0.03 -0.07
N 0.57992 -2.60676 -1.74735 -0.17 -0.17 0.17
B 2.10093 -2.22487 -1.77240 0.04 0.03 0.01
N 2.20182 -0.69172 -2.06290 0.17 0.15 0.04
C 2.14452 -0.10013 -3.29632 -0.01 0.03 -0.04
C 2.36908 1.22953 -3.14472 -0.03 0.03 -0.05
N 2.55991 1.44866 -1.80378 -0.09 -0.31 0.01
C 2.77078 2.73639 -1.17173 -0.03 0.20 0.08
C 2.45082 0.26049 -1.15749 -0.12 0.20 -0.22
S 2.67091 0.04738 0.52817 -0.83 -0.44 0.54
C -0.17699 -2.81849 -0.65860 -0.14 0.10 -0.06
S 0.21932 -2.56213 1.00114 0.44 0.76 0.24
H -2.96733 -4.63120 -0.67996 0.08 -0.02 -0.04
H -3.09694 -3.01944 0.04055 0.01 0.07 -0.02
H -1.99822 -4.21071 0.74774 0.01 -0.04 -0.01
H -2.14145 -3.94769 -2.95973 0.00 0.00 0.02
H 0.26885 -2.94623 -3.83214 0.01 -0.05 0.02
H 2.56517 -2.44807 -0.70287 0.06 -0.06 0.02
H 2.62081 -2.81858 -2.67176 -0.06 0.00 -0.16
H 1.96730 -0.67431 -4.18835 0.05 0.02 0.00
H 2.42563 2.02186 -3.87034 0.00 0.00 0.03
H 3.26278 3.40819 -1.87025 0.00 -0.05 -0.05
H 3.39466 2.61069 -0.29223 0.03 -0.02 -0.01
H 1.81769 3.17171 -0.86728 0.01 -0.02 -0.03
```
Positions in Å, forces in eV/Å.

## Properties
largest force on an atom	1.5	eV/Å
gap between HOMO and LUMO (alpha / beta)	5.58 / 5.58	eV
electronic energy	-2758.10719	Eh
energy relative to the best compared isomer or geometry (same formula, charge and spin)	1.292	eV
charge	+1
HOMO energy (alpha / beta)	-10.75 / -10.75	eV
LUMO (alpha / beta)	-5.170 / -5.171	eV

=====

Record 4
Below is the molecule C3H5NOS2 at a distorted geometry, with properties calculated with the ωB97M-V functional and the def2-TZVPD basis.

XYZ file:
```
12
Properties=species:S:1:pos:R:3:forces:R:3
C 4.33163 0.38811 -0.14220 0.63 -0.26 0.34
C 2.50392 -0.27846 1.36076 0.27 -0.76 -2.03
C -0.89942 -0.40030 -1.35331 0.87 0.31 1.91
N 3.73128 0.20602 0.86890 0.08 0.02 0.28
O 5.11505 0.57094 -0.97429 0.34 0.32 -1.12
S 1.73971 -1.43993 0.11199 0.66 -0.34 -0.61
S -0.26793 -1.41103 0.13476 -1.26 0.23 -0.12
H 2.75237 -0.87328 2.19880 -0.54 -0.10 1.29
H 1.86938 0.54773 1.38255 -1.44 1.02 1.18
H -0.61988 0.62359 -1.10487 -0.99 0.25 0.13
H -1.97648 -0.61167 -1.56755 1.21 0.17 0.23
H -0.17183 -0.59593 -2.09047 0.17 -0.87 -1.47
```
Positions in Å, forces in eV/Å.

## Properties
largest force on an atom	2.2	eV/Å
gap between HOMO and LUMO	9.62	eV
electronic energy	-1043.65468	Eh
energy relative to the best compared isomer or geometry (same formula, charge and spin)	0.940	eV
HOMO energy	-8.98	eV
LUMO	0.635	eV
structure (SMILES)	CSSCN=C=O

=====

Record 5
Below is C8H14BF6NNbO7S as an isolated structure at a distorted geometry, with properties calculated with the ωB97M-V functional and the def2-TZVPD basis.

XYZ file:
```
39
Properties=species:S:1:pos:R:3:forces:R:3
N 4.32876 -0.65480 1.54015 0.48 -0.30 -0.43
B 4.03286 -0.02886 0.23007 0.53 0.45 0.86
O 5.09116 -0.01851 -0.69377 0.13 0.65 0.80
Nb 1.92673 0.84841 -0.28857 -1.85 -0.60 -2.37
C 1.48517 -0.97373 -1.56657 0.49 -0.42 0.78
C 0.08887 -1.63145 -1.35326 0.39 -0.37 -0.74
C -0.15335 -2.13880 0.07719 -0.83 1.32 -0.32
S -1.17716 -3.61082 0.17047 0.59 -1.25 0.31
O -0.66265 -4.44201 1.20325 0.37 0.09 1.22
O -1.31813 -4.30033 -1.07689 -0.47 0.61 -0.95
O -2.65768 -3.15703 0.63658 0.52 0.30 -0.46
C -0.06508 1.98615 -0.62725 0.61 1.47 4.09
O -0.52316 1.87424 -1.70038 -0.96 -0.72 -3.12
C -0.88196 2.91489 0.39294 1.16 -0.78 0.00
F -1.66313 3.81435 -0.21348 -0.93 0.18 -0.39
F 0.04738 3.63097 1.04428 0.60 0.31 0.46
C -1.66295 2.15513 1.47834 -1.29 1.55 -0.30
F -0.97673 1.17700 2.01017 0.93 -1.12 -0.07
F -1.89066 3.03584 2.47923 -0.33 0.43 0.45
C -3.07990 1.61772 1.05467 0.78 -0.30 -0.51
F -4.05474 2.44307 1.41736 -0.58 1.26 -0.19
F -3.28034 0.51247 1.76707 -0.06 -0.94 0.52
C -3.25139 1.19155 -0.43175 -0.56 2.95 0.35
O -3.19741 0.07261 -0.67918 0.52 -4.61 -0.74
O -3.49413 2.09802 -1.40728 -0.20 1.13 0.28
H 4.26369 -1.67229 1.49698 -0.39 0.12 0.25
H 5.31652 -0.47668 1.74057 -0.03 -0.18 -0.13
H 5.20991 0.87839 -1.03431 -0.43 -0.30 -0.55
H 2.75963 1.70427 -1.70742 0.53 -0.02 -0.02
H 2.46243 2.25883 0.76266 0.56 -0.16 0.09
H 1.31130 -0.08257 1.16204 0.28 -0.23 0.30
H 1.64064 -0.76011 -2.63057 -0.11 0.09 0.11
H 2.24465 -1.73716 -1.31106 -0.13 0.06 -0.17
H -0.68784 -0.94858 -1.70762 -0.14 -0.11 0.29
H 0.04803 -2.50869 -2.01137 -0.14 0.15 0.03
H 0.79558 -2.28198 0.59274 -0.22 -0.66 0.05
H -0.67695 -1.37027 0.65699 0.01 -0.22 0.09
H -3.25686 -3.66054 0.06128 0.04 0.22 0.02
H -4.44111 2.24132 -1.53428 0.10 -0.02 0.10
```
Positions in Å, forces in eV/Å.

## Properties
largest force on an atom	4.7	eV/Å
gap between HOMO and LUMO	6.72	eV
electronic energy	-1973.71076	Eh
charge	-1
HOMO energy	-4.88	eV
LUMO	1.833	eV

=====

Record 6
Below is a 6-piece molecular cluster, CH15NO6 overall at a distorted geometry, with properties calculated with the ωB97M-V functional and the def2-TZVPD basis.

XYZ file:
```
23
Properties=species:S:1:pos:R:3:forces:R:3
N 1.23854 -1.09154 -1.15920 1.26 3.87 2.00
C 1.80466 -0.78556 0.25347 0.10 -0.63 -1.43
O 1.74929 0.62719 0.51603 -3.06 -0.25 -1.04
H 1.80189 -0.39638 -1.71587 -0.76 -1.50 0.18
H 1.35721 -2.00631 -1.49985 0.56 -1.26 -0.25
H 1.27845 -1.31671 0.99355 -1.68 -0.55 0.73
H 2.80319 -1.30416 0.43702 -0.31 1.79 -0.70
H 0.69468 0.96388 0.47068 3.82 -1.60 0.50
H 2.36968 0.51784 2.89716 0.84 -3.67 -2.32
H 2.74529 1.86073 3.10708 4.60 4.81 -1.82
O 2.15691 1.26737 3.33324 -5.50 -1.01 4.28
H -4.38184 -3.93293 0.35851 -0.45 -1.26 -0.08
H -3.27586 -3.02184 -0.01181 2.64 0.07 -1.40
O -4.08014 -3.04774 0.41838 -2.18 1.18 1.47
H 0.54652 1.10592 -2.03201 -1.08 0.41 -3.08
H 0.28962 2.27630 -3.08540 -0.12 -1.82 0.00
O 0.23921 1.27442 -3.02671 1.37 1.50 2.81
H -1.37806 2.36898 1.97837 0.15 0.31 0.55
H -1.82971 1.82022 0.61828 1.62 -0.72 1.63
O -1.21606 1.61778 1.41391 -1.52 0.29 -2.40
H -1.39524 0.58548 -2.15186 1.11 -1.12 -4.29
H -1.89639 -0.05042 -0.81984 -0.88 -3.21 1.08
O -1.62182 0.66747 -1.29311 -0.53 4.33 3.58
```
Positions in Å, forces in eV/Å.

## Properties
largest force on an atom	7.0	eV/Å
gap between HOMO and LUMO	10.19	eV
electronic energy	-553.19312	Eh
energy relative to the best compared isomer or geometry (same formula, charge and spin)	3.473	eV
HOMO energy	-9.70	eV
LUMO	0.482	eV
structure (SMILES)	NCO.O.O.O.O.O

=====

> What is the largest force on an atom in the second record?

4.3 eV/Å

=====

> Number 2 is which compound?

C3H7N2S

=====

> Which of these has the highest largest force on an atom?

CH15NO6